a | {"formula": "C3H14N2O2", "method": "the ωB97M-V functional and the def2-TZVPD basis", "smiles": "NCCCN.O.O", "homo_ev": -9.01, "total_charge": 0, "homo_lumo_gap_ev": 9.5, "species": ["O", "O", "N", "N", "C", "C", "C", "H", "H", "H", "H", "H", "H", "H", "H", "H", "H", "H", "H", "H", "H"], "coordinates": [[-1.991, -2.210, -1.375], [-2.470, 2.098, -2.063], [-1.264, 0.514, -0.034], [2.805, -0.892, 0.449], [0.664, 0.000, 1.179], [0.129, 0.941, 0.185], [2.125, -0.071, 1.507], [0.057, 1.950, 0.523], [-1.449, -2.859, -1.921], [2.680, 0.972, 1.674], [-1.550, 2.094, -2.118], [-1.354, -0.476, -0.405], [-1.784, 0.582, 0.980], [-2.584, 1.740, -1.212], [2.011, -1.288, -0.157], [-2.676, -1.867, -2.057], [2.185, -0.701, 2.413], [3.335, -0.367, -0.027], [0.618, 1.021, -0.865], [0.181, -0.163, 2.291], [0.333, -1.018, 1.033]]}

---

b | {"formula": "C3H14N2O2", "method": "the ωB97M-V functional and the def2-TZVPD basis", "smiles": "C[C@@H](N)CN.O.O", "homo_ev": -8.92, "total_charge": 0, "homo_lumo_gap_ev": 9.7, "species": ["O", "O", "N", "N", "C", "C", "C", "H", "H", "H", "H", "H", "H", "H", "H", "H", "H", "H", "H", "H", "H"], "coordinates": [[4.537, 0.094, -1.576], [-5.077, 2.556, 1.424], [-1.746, 0.007, -0.303], [1.464, -1.871, -0.112], [0.651, -0.646, -0.216], [0.950, 0.356, 0.934], [-0.790, -1.093, -0.304], [-0.961, -1.745, 0.562], [-1.558, 0.664, -1.051], [1.117, -2.514, 0.584], [-4.193, 2.265, 1.194], [2.426, -1.602, 0.025], [4.814, 0.541, -0.789], [-0.853, -1.687, -1.222], [-2.692, -0.309, -0.448], [1.925, 0.824, 0.801], [0.167, 1.113, 0.992], [0.960, -0.188, 1.880], [-5.128, 2.520, 2.407], [1.034, -0.108, -1.096], [4.748, 0.683, -2.297]]}

---

Most stable structure among those shown: b. Next: +0.0829 hartree.